The following is a DFT calculation (ωB97M-V/def2-TZVPD) of a structure of composition C16H17BrF3I2N2 in a non-equilibrium geometry.

The geometry in XYZ format:
```
41
Properties=species:S:1:pos:R:3:forces:R:3
C -0.85188 -0.13697 -1.45717 -0.86 0.47 -0.88
C -0.35316 -0.61013 -2.78809 -0.44 0.08 -0.36
I -1.47781 0.06628 -4.47754 0.12 0.06 0.71
C 0.71542 -1.40090 -2.87862 0.84 -0.92 0.19
I 1.28614 -2.09987 -4.87330 -0.39 0.28 0.18
C 1.47961 -1.83580 -1.67913 0.17 0.22 -1.16
Br 3.01836 -2.94939 -2.31620 0.17 -0.16 0.72
C 2.07908 -0.63545 -0.94023 0.13 -0.45 -0.72
C 3.08543 -0.98139 0.14994 0.48 1.01 0.58
C 2.42403 -1.53820 1.35751 1.21 0.53 -0.72
F 2.29705 -0.72276 2.42208 -0.82 0.97 0.37
C 1.94999 -2.74212 1.44326 -0.10 0.64 0.23
F 2.39573 -3.69795 0.71602 -0.19 -1.64 -1.09
F 1.01534 -3.08123 2.27754 -0.65 -0.97 1.22
H -0.57192 -0.79964 -0.64494 0.10 -0.19 -0.01
H -0.47308 0.87364 -1.31082 0.00 0.08 0.42
H -1.93848 -0.06650 -1.51651 -0.13 0.02 0.26
H 2.50575 0.05833 -1.68050 0.33 0.15 0.26
H 1.28537 -0.08450 -0.44015 -0.12 0.04 -0.08
H 3.92406 -1.58314 -0.18412 -0.10 -0.20 -0.20
H 3.51791 -0.03134 0.48832 0.20 -0.02 -0.02
N -4.29151 -0.45652 0.50620 -0.06 0.00 0.09
C -4.50779 -1.78823 0.72919 -0.02 0.02 -0.07
C -4.00196 -2.09633 1.96356 -0.05 -0.03 0.01
C -3.46201 -0.90117 2.50939 -0.01 0.03 0.04
C -3.65796 0.09200 1.58756 0.00 0.07 -0.07
H -4.55421 0.04206 -0.32459 0.07 -0.04 0.00
H -4.99893 -2.39978 -0.00828 0.05 -0.02 0.00
H -4.01594 -3.07005 2.42423 0.02 0.00 -0.02
H -2.98375 -0.78502 3.46783 0.02 0.00 -0.02
H -3.40070 1.13769 1.60642 0.03 -0.02 0.01
N 1.49378 2.39694 0.81830 0.01 0.05 0.03
C 0.24587 2.84078 0.48502 -0.02 -0.03 0.11
C 0.36588 4.11878 0.00550 -0.04 0.01 0.01
C 1.74497 4.45642 0.04728 0.04 0.04 0.00
C 2.41330 3.37193 0.55162 0.03 -0.06 0.06
H 1.70417 1.49010 1.20071 -0.01 0.00 -0.03
H -0.61732 2.21076 0.61749 0.01 0.01 -0.01
H -0.44379 4.74087 -0.33902 0.01 -0.02 -0.02
H 2.19427 5.38690 -0.25878 0.00 -0.02 -0.01
H 3.46068 3.21089 0.74300 0.00 0.01 -0.02
```
Positions in Å, forces in eV/Å.

Computed properties:
Charge: -1
HOMO (eV): -3.15
HOMO-LUMO gap (eV): 5.59
Total energy (eV): -114241.822
Maximum force (eV/A): 1.982
LUMO (eV): 2.4

natural (NBO) population analysis, charges in e, atoms 1 to 2: -0.67 -0.27